Record 1
{"formula": "C8H22Li2O6", "method": "ωB97M-V/def2-TZVPD", "elements": ["Li", "Li", "C", "C", "O", "H", "H", "H", "H", "H", "C", "C", "O", "H", "H", "H", "H", "H", "C", "C", "O", "O", "H", "H", "H", "H", "H", "H", "C", "C", "O", "O", "H", "H", "H", "H", "H", "H"], "positions_angstrom": [[-0.2942, 0.2712, -1.0292], [0.1221, -1.1625, -3.3719], [3.0061, -2.0934, -0.4043], [1.5454, -2.1240, -0.8623], [1.0254, -1.0507, -1.6014], [3.7188, -1.9473, -1.2133], [3.1853, -3.0794, 0.0360], [3.1565, -1.4068, 0.4365], [0.9103, -2.3604, 0.0030], [1.5719, -2.9493, -1.5976], [-3.1017, 1.4294, -1.3117], [-2.2624, 1.5423, -2.5952], [-1.3490, 0.5363, -2.8433], [-3.5206, 0.4321, -1.1595], [-3.8421, 2.2366, -1.3094], [-2.5608, 1.6802, -0.3872], [-1.7342, 2.5042, -2.4613], [-2.9850, 1.6343, -3.4175], [1.3574, 1.8003, 0.7795], [2.8140, 1.7492, 0.2740], [3.2511, 3.0537, -0.2309], [0.4413, 2.0211, -0.3080], [1.3443, 2.6421, 1.4759], [1.0915, 0.8912, 1.3092], [3.0339, 1.0114, -0.4934], [3.4260, 1.6029, 1.1651], [2.5947, 3.2041, -0.9191], [0.7545, 2.7709, -0.8131], [-1.4810, -2.3398, 2.5968], [-1.0683, -0.9810, 2.1319], [-1.7935, -0.5061, 0.9758], [-2.7355, -2.2840, 3.2989], [-0.6973, -2.8477, 3.1524], [-1.7210, -2.9789, 1.7382], [0.0119, -0.9008, 1.9957], [-1.3075, -0.2239, 2.8866], [-2.5592, -0.0214, 1.2912], [-3.3494, -1.7561, 2.7831]]}

=====

Record 2
{"formula": "C29H51F13N4O7PS", "method": "ωB97M-V/def2-TZVPD", "elements": ["N", "C", "C", "N", "C", "C", "C", "C", "C", "O", "C", "C", "C", "C", "C", "C", "F", "F", "C", "F", "F", "C", "F", "F", "C", "F", "F", "S", "F", "F", "F", "F", "F", "C", "P", "O", "O", "H", "H", "H", "H", "H", "H", "H", "H", "H", "H", "H", "H", "H", "H", "H", "H", "H", "H", "H", "H", "H", "C", "O", "C", "C", "N", "C", "C", "O", "C", "H", "H", "H", "H", "H", "H", "H", "H", "H", "H", "H", "H", "H", "H", "H", "C", "O", "C", "C", "N", "C", "C", "O", "C", "H", "H", "H", "H", "H", "H", "H", "H", "H", "H", "H", "H", "H", "H", "H"], "positions_angstrom": [[-2.7487, -3.2471, -5.7732], [-1.6183, -3.0896, -5.2119], [-1.1017, -1.6262, -5.0411], [-0.3565, -1.4096, -3.7787], [-1.1182, -1.3518, -2.6323], [-2.6538, -1.5270, -2.6046], [-3.3630, -0.9746, -1.3042], [-3.7429, -2.1769, -0.3534], [-3.4469, -1.9227, 1.1768], [-2.5521, -2.9666, 1.6329], [-0.4353, -1.1453, -1.3577], [1.0012, -0.9586, -1.2765], [1.7546, -1.0023, -2.5298], [3.2978, -0.7732, -2.4474], [3.6346, 0.5778, -3.2064], [4.1714, 1.7089, -2.2619], [3.6622, 1.6495, -0.9889], [5.5403, 1.4500, -2.1361], [4.0682, 3.1264, -2.9488], [4.0831, 2.8857, -4.3209], [5.1464, 3.9078, -2.6974], [2.6696, 3.8782, -2.6875], [1.7268, 2.8888, -2.5763], [2.4299, 4.5736, -3.8462], [2.7752, 4.8668, -1.4741], [3.5666, 4.4196, -0.4589], [3.4159, 5.9784, -1.9474], [1.1525, 5.4478, -0.7145], [1.9366, 5.7844, 0.6877], [0.7596, 3.9822, -0.1509], [0.3210, 5.2745, -2.0923], [1.4703, 6.9885, -1.1795], [-0.1990, 6.0238, -0.0288], [1.0281, -1.2523, -3.7515], [2.0991, -1.3560, -5.3251], [1.5727, -0.1539, -6.3859], [1.7137, -2.8249, -6.0461], [-2.9524, -4.2524, -5.8374], [-1.0424, -3.9991, -4.9185], [-1.9606, -0.9063, -5.0448], [-0.5079, -1.3872, -5.9562], [-2.8480, -2.6368, -2.6429], [-3.1882, -1.1016, -3.4869], [-2.8128, -0.1497, -0.7894], [-4.3327, -0.5192, -1.6424], [-4.8443, -2.3489, -0.4532], [-3.2427, -3.1428, -0.6198], [-3.0128, -0.9007, 1.3463], [-4.4179, -2.0276, 1.7320], [-2.0974, -2.5950, 2.4111], [-0.9769, -1.1213, -0.3880], [1.4559, -0.8064, -0.2760], [3.6173, -0.7486, -1.3803], [3.8022, -1.6211, -2.9779], [2.7023, 0.9027, -3.7370], [4.3623, 0.3330, -4.0203], [1.8045, 0.6893, -5.9452], [2.4774, -3.4059, -5.8618], [-0.2017, -9.9270, -0.3610], [-0.7991, -9.3751, 0.7995], [0.1473, -8.9664, 1.7860], [0.1655, -7.4499, 1.9149], [0.7583, -6.8248, 0.7342], [0.5834, -5.3740, 0.6846], [-0.8465, -4.8334, 0.5709], [-1.4824, -5.1346, -0.6672], [-2.1209, -6.4031, -0.7154], [-0.9967, -10.3416, -0.9802], [0.3177, -9.1570, -0.9401], [0.4940, -10.7298, -0.1030], [1.1469, -9.3640, 1.5844], [-0.1890, -9.3887, 2.7371], [0.7483, -7.1715, 2.7986], [-0.8681, -7.1181, 2.0651], [0.3363, -7.2229, -0.0962], [1.1421, -5.0238, -0.1901], [1.0640, -4.9297, 1.5630], [-0.7813, -3.7465, 0.6071], [-1.4771, -5.1232, 1.4147], [-2.5127, -6.7089, 0.2569], [-1.4351, -7.1599, -1.1024], [-2.9550, -6.3345, -1.4165], [-2.6330, 7.2164, 7.1136], [-1.8882, 6.0358, 6.8649], [-2.2856, 5.3532, 5.6785], [-1.1948, 5.4376, 4.6195], [-1.0740, 6.7928, 4.0902], [0.1101, 6.9976, 3.2548], [1.4809, 6.8586, 3.9256], [1.7598, 7.8648, 4.8860], [1.2670, 7.5989, 6.1893], [-2.3625, 7.5785, 8.1048], [-2.3889, 7.9957, 6.3858], [-3.7077, 7.0158, 7.0965], [-3.2441, 5.7191, 5.2967], [-2.4198, 4.3020, 5.9522], [-1.4365, 4.7528, 3.7993], [-0.2582, 5.1048, 5.0818], [-1.0322, 7.4458, 4.8634], [0.0359, 8.0128, 2.8544], [0.0602, 6.3195, 2.3991], [2.2346, 6.9842, 3.1421], [1.6478, 5.8596, 4.3449], [1.2530, 6.5307, 6.4198], [0.2692, 8.0264, 6.3140], [1.9229, 8.0968, 6.9051]], "charge": 1}

=====

In eV, the HOMO-LUMO gap values for the records above are, in order, 7.4, 5.5.
In eV, the LUMO values for the records above are, in order, -0.144, -4.375.